# C7H16N2O

An isolated ion of composition C7H16N2O and charge +2 (ωB97M-V with the def2-TZVPD basis set, the OMol25 dataset).

Output
* LUMO energy: -6.6 eV
* total charge: +2
* structure (SMILES): C[C@]12C[NH2+]CC[C@@]1(C[NH3+])O2
* energy relative to the best compared isomer or geometry (same formula, charge and spin): 78.9 kJ/mol
* HOMO-LUMO gap: 10.6 eV

Positions of all 26 atoms, in Å:
C 0.135 1.782 0.105
C 1.572 1.671 0.560
C 1.874 -0.827 -0.212
C -0.552 0.468 0.048
C 0.413 -1.054 -0.136
C 0.001 -2.361 0.294
C -1.952 0.267 0.657
N 2.296 0.635 -0.398
N -2.875 0.275 -0.505
O -0.410 -0.413 -1.079
H -0.385 2.441 0.639
H 0.119 2.172 -0.911
H 2.121 2.576 0.497
H 1.489 1.264 1.536
H 2.359 -1.265 0.642
H 2.306 -1.522 -1.035
H 0.292 -2.550 1.276
H 0.342 -3.125 -0.449
H -1.145 -2.437 0.372
H -2.228 0.986 1.374
H -1.922 -0.781 0.908
H 1.908 0.667 -1.369
H 3.304 0.614 -0.391
H -2.337 -0.474 -0.990
H -2.915 1.105 -1.111
H -3.809 -0.112 -0.324

The Löwdin scheme yields these atomic charges, measured in e: -0.093 -0.003 -0.052 -0.220 -0.344 0.015 -0.034 0.129 0.213 -0.019 0.097 0.151 0.136 0.136 0.146 0.197 0.093 0.146 0.129 0.139 0.116 0.191 0.181 0.159 0.196 0.194


# C3H4NP

A single C3H4NP molecule (ωB97M-V with the def2-TZVPD basis set, the OMol25 dataset).

Output
* LUMO energy (alpha / beta): -0.2 / -1.3 eV
* structure (SMILES): C1=NCC=P1
* energy relative to the best compared isomer or geometry (same formula, charge and spin): 315.2 kJ/mol
* HOMO-LUMO gap (alpha / beta): 8.2 / 7.1 eV

Positions of all 9 atoms, in Å:
C 0.098 1.222 0.045
C -1.130 -1.017 0.059
C 0.918 0.096 -0.127
N 0.170 -1.127 -0.059
P -2.067 0.550 0.016
H 0.392 2.197 0.283
H -1.789 -1.895 0.228
H 1.682 0.097 -1.030
H 1.725 -0.124 0.585

The Löwdin scheme yields these atomic charges, measured in e: -0.132 -0.560 -0.422 -0.076 0.854 -0.002 0.038 0.173 0.126


What did the second record say?
# C3H4NP

A single C3H4NP molecule (ωB97M-V with the def2-TZVPD basis set, the OMol25 dataset).

Output
* LUMO energy (alpha / beta): -0.2 / -1.3 eV
* structure (SMILES): C1=NCC=P1
* energy relative to the best compared isomer or geometry (same formula, charge and spin): 315.2 kJ/mol
* HOMO-LUMO gap (alpha / beta): 8.2 / 7.1 eV

Positions of all 9 atoms, in Å:
C 0.098 1.222 0.045
C -1.130 -1.017 0.059
C 0.918 0.096 -0.127
N 0.170 -1.127 -0.059
P -2.067 0.550 0.016
H 0.392 2.197 0.283
H -1.789 -1.895 0.228
H 1.682 0.097 -1.030
H 1.725 -0.124 0.585

The Löwdin scheme yields these atomic charges, measured in e: -0.132 -0.560 -0.422 -0.076 0.854 -0.002 0.038 0.173 0.126


> Among the records above, which one has the highest energy relative to the best compared isomer or geometry (same formula, charge and spin)?

C3H4NP


> Among the records above, which one has the lowest energy relative to the best compared isomer or geometry (same formula, charge and spin)?

C7H16N2O


> Which of these has the lowest energy relative to the best compared isomer or geometry (same formula, charge and spin)?

C7H16N2O